This record from the Open Molecules 2025 dataset describes an isolated molecule of C6H10O in a non-equilibrium geometry. The level of theory is the ωB97M-V functional and the def2-TZVPD basis.

For the total energy, the calculation gives -8429.8911 eV. For the HOMO energy, the calculation gives -9.184 eV. Its energy above the lowest of the compared OMol25 structures with the same formula, charge and spin is 1.349 eV. Its SMILES is CC1(O)CC=CC1.

Positions of all 17 atoms, in Å:
C -1.99555 -0.64936 -0.07440
C -0.41684 -0.31504 -0.02328
O -0.26126 -0.66303 1.35598
C -0.05498 1.18961 -0.23509
C 1.42793 1.24260 0.06814
C 1.97500 0.04465 -0.10910
C 0.93614 -0.98406 -0.57114
H -2.44419 -0.66070 0.95285
H -2.23399 -1.64210 -0.45947
H -2.55457 0.11909 -0.60475
H -0.61004 0.07737 1.85562
H -0.22535 1.54871 -1.26539
H -0.67673 1.80903 0.41819
H 1.94994 2.14502 0.38412
H 3.03245 -0.18178 0.04988
H 1.09089 -1.95190 -0.08726
H 1.06115 -1.12811 -1.65492

Forces on atoms 1 to 6 (eV/Å):
C 0.466 0.129 -0.879
C -0.332 -0.008 0.874
O 1.275 0.326 1.077
C -0.276 -0.031 0.247
C -0.064 -0.193 -0.096
C -0.299 0.081 -0.095